# 1
15 unconnected molecules or ions with the total composition H30O15 at a distorted geometry. Source: OMol25; level of theory: ωB97M-V/def2-TZVPD.

```
45
Properties=species:S:1:pos:R:3:forces:R:3:nbo_charge:R:1
H 0.50064 0.17029 0.29411 0.0501 0.2469 -0.1070 0.48
H -0.94158 0.64100 0.20207 0.0512 -0.1256 -0.0561 0.48
H -0.16009 3.44368 0.77068 0.1405 0.0143 0.3533 0.45
H -1.58874 3.25865 1.25522 0.2163 0.2777 0.4030 0.45
H 0.43567 -1.69065 1.16667 -0.5276 0.2278 0.4061 0.47
H 0.17177 -2.73958 2.23444 0.0177 -0.0642 0.0107 0.47
H 2.79619 2.19553 1.32198 -0.0303 -0.0494 0.1705 0.48
H 1.70267 2.20455 0.26644 0.1736 -0.0278 -0.0719 0.46
H 2.30283 -0.56966 -3.10609 -0.0502 -0.0325 0.1219 0.47
H 1.36127 -0.11820 -4.21048 -0.0757 0.0362 0.1098 0.47
H 2.68799 -2.65308 -2.09730 -0.3951 -0.0404 0.1278 0.49
H 4.19076 -2.82558 -1.94907 0.0179 0.0761 0.1864 0.47
H -3.97083 0.74998 2.54936 -0.0104 -0.0544 0.1113 0.47
H -2.86361 -0.27299 2.74331 0.0666 0.0526 -0.0335 0.47
H -1.72873 3.76955 -1.05836 -0.0410 0.1488 0.2378 0.46
H -2.68789 3.05102 -0.12361 -0.2396 0.0135 -0.3402 0.45
H 4.00526 0.01088 3.70111 -0.0806 0.0046 0.0787 0.46
H 3.54750 1.20199 4.52680 -0.1034 0.0055 -0.0395 0.47
H 0.80962 -2.48428 -0.25967 -0.2369 -0.5067 -0.5368 0.46
H -0.30833 -1.92022 -1.12110 0.2136 0.0445 -0.0079 0.48
H 5.73608 -0.88280 1.29831 0.0249 -0.0089 -0.1110 0.46
H 4.28770 -0.53882 0.99190 -0.0531 -0.0919 -0.1634 0.47
H -2.86169 -3.63068 0.91762 0.3674 0.1137 0.1769 0.48
H -3.12337 -2.82935 2.18231 0.1318 0.0068 -0.0387 0.47
H -1.85466 2.27684 -2.54247 -0.4498 -0.2754 0.0674 0.45
H -2.02171 0.76617 -2.54548 -0.0486 -0.0781 0.0136 0.48
H -3.60347 -2.68276 -0.69700 -0.3750 0.0169 -0.0643 0.47
H -4.46544 -3.81881 -0.17122 -0.2557 0.3717 -0.2236 0.47
H -0.37023 3.11427 -3.18338 0.4487 -0.1236 -0.2209 0.46
H 0.82879 3.39088 -2.29126 0.1718 0.0930 -0.2076 0.45
O -0.39012 -0.14297 0.10073 -0.0179 0.4688 0.0164 -0.95
O -0.77777 3.74275 1.44745 0.0452 -0.1743 -0.0850 -0.90
O -0.15355 -2.42158 1.38472 0.2424 -0.3731 1.1252 -0.93
O 1.84173 2.11349 1.21584 -0.0870 -0.0998 -0.3659 -0.94
O 1.39894 -0.67409 -3.42400 0.1706 0.0230 -0.1948 -0.94
O 3.41434 -2.49408 -1.48401 0.1039 0.0327 -0.2791 -0.95
O -3.20730 0.55235 3.10340 -0.0360 -0.0071 -0.2091 -0.94
O -2.62264 3.81970 -0.70142 -0.1733 -0.1707 -0.3807 -0.91
O 3.28540 0.64641 3.78409 0.2405 -0.0324 -0.0749 -0.94
O 0.38521 -2.58953 -1.11862 0.3601 -0.1331 -0.6722 -0.95
O 5.08651 -0.89434 0.58633 0.0996 0.1362 0.2982 -0.93
O -3.33750 -2.85820 1.24299 0.3609 -0.0706 1.2633 -0.95
O -1.36196 1.45754 -2.42005 -0.8395 -0.4222 0.2620 -0.93
O -4.43758 -3.13939 -0.85431 -0.2300 -0.3807 -1.1150 -0.94
O 0.52448 2.80847 -2.99637 0.6413 0.9315 0.0587 -0.91
```
Forces are in eV/Å.

Its HOMO energy is -10.2 eV. The frontier orbital gap is 0.3620 Ha. Its energy above the lowest of the compared OMol25 structures with the same formula, charge and spin is 442.6 kJ/mol.

# 2
CH4N2O2S in the gas phase at a distorted geometry. Source: OMol25; level of theory: ωB97M-V/def2-TZVPD.

```
10
Properties=species:S:1:pos:R:3:forces:R:3:nbo_charge:R:1
C 1.11646 -1.30686 0.05540 -3.7625 -1.1450 -1.5262 -0.03
N 0.42602 -0.38992 0.53655 -2.2382 2.1198 0.4954 -0.61
N -1.63287 1.38156 0.03725 0.3372 -2.8663 0.8673 -1.02
O -2.11673 -0.67774 1.16639 0.1844 -1.1121 0.3324 -0.92
O -1.41923 -0.98393 -1.19127 -0.4305 -0.8133 -2.6172 -0.91
S -1.30798 -0.35568 0.04436 0.9887 3.9803 3.8779 2.34
H 2.12114 -1.17498 0.16828 2.8240 -0.5979 0.3446 0.19
H 0.52700 -2.06248 -0.52710 1.5217 0.0740 0.0827 0.19
H -1.35208 1.88744 -0.75100 0.7864 0.6452 -1.4710 0.38
H -1.23337 1.77038 0.89663 -0.2112 -0.2846 -0.3859 0.40
```
Forces are in eV/Å.

Its HOMO energy is -10.6 eV. The frontier orbital gap is 0.4081 Ha. As for the structure (SMILES): C=NS(N)(=O)=O. Its energy above the lowest of the compared OMol25 structures with the same formula, charge and spin is 162.8 kJ/mol.

- Among the records above, which one has the highest frontier orbital gap?
  CH4N2O2S

- Number 2 is which compound?
  CH4N2O2S

- The lowest HOMO belongs to which entry?
  CH4N2O2S